The following is a DFT calculation (wB97M-V/def2-TZVPD) of C10H15ClNO6Ti as an isolated structure at a distorted geometry.

Its frontier orbital gap (spin up / spin down) is 6.68 / 9.85 eV. The value obtained for the LUMO energy (spin up / spin down) is -0.67 / -0.74 eV. The value obtained for the HOMO energy (spin up / spin down) is -7.36 / -10.59 eV. Its spin multiplicity is 4. For the energy relative to the best compared isomer or geometry (same formula, charge and spin), the calculation gives 0.000 eV. The calculation puts the total energy at -60024.189 eV.

Last column: Löwdin charge in e.
CARTESIAN COORDINATES (ANGSTROEM)
Ti 2.7319 1.4249 1.2838  0.496
Cl 0.3766 0.2550 1.5039  -0.195
C 3.5542 -3.4494 0.5108  -0.103
C 2.1930 -3.0382 1.0894  -0.260
C 2.2167 -2.4410 2.4922  -0.201
C 3.1213 -1.2985 2.6351  -0.257
N 3.8564 -0.4289 2.8108  0.105
H 4.1347 -4.1345 1.1340  0.075
H 4.2049 -2.5842 0.3663  0.068
H 3.3858 -3.9276 -0.4523  0.075
H 1.4919 -3.8709 1.0492  0.114
H 1.7937 -2.3350 0.3525  0.090
H 2.6019 -3.2099 3.1677  0.131
H 1.2070 -2.1555 2.7739  0.086
C -2.2229 3.5347 0.2963  -0.111
C -2.8799 2.4571 1.1705  -0.123
O -4.0054 2.0650 0.4132  0.066
C -4.1985 2.8811 -0.6358  -0.592
O -5.1547 2.8668 -1.3251  0.180
O -3.1392 3.7082 -0.7896  0.049
H -1.2432 3.2803 -0.1034  0.114
H -2.1563 4.4918 0.8125  0.126
H -3.2194 2.8869 2.1155  0.129
H -2.1973 1.6464 1.4141  0.075
C -1.2691 0.5006 -1.6852  -0.120
C 0.1940 0.6456 -2.2034  -0.104
O 0.2459 -0.3020 -3.2804  0.053
C -0.9317 -0.9191 -3.4487  -0.579
O -1.1701 -1.7504 -4.2703  0.158
O -1.8216 -0.4867 -2.5349  0.071
H -1.7707 1.4570 -1.8518  0.121
H -1.3177 0.2176 -0.6375  0.064
H 0.9886 0.4037 -1.4977  0.073
H 0.3992 1.6090 -2.6754  0.127